DFT (ωB97M-V with the def2-TZVPD basis set) results for 2 unconnected molecules or ions with the total composition C4H5NO2.

Last columns: bonded neighbours and bond lengths (Å).
Element x y z (Å)
1 C -0.85781 -1.20208 -0.26170  C2 1.333, H5 1.085, H6 1.087
2 C -0.78028 0.02011 -0.78784  C1 1.333, C3 1.487, H7 1.089
3 C 0.41192 0.42685 -1.57851  C2 1.487, O4 1.212, H8 1.108
4 O 1.33438 -0.31883 -1.82925  C3 1.212
5 H -1.68044 -1.50902 0.37655  C1 1.085
6 H -0.06466 -1.92354 -0.44174  C1 1.087
7 H -1.53478 0.77823 -0.58531  C2 1.089
8 H 0.43174 1.48315 -1.91307  C3 1.108
9 N 0.41976 -0.26954 1.98501  C10 1.229, H12 1.026
10 C 0.60621 0.78590 1.38394  N9 1.229, O11 1.165
11 O 0.77531 1.78501 0.80845  C10 1.165
12 H 0.93866 -0.05624 2.84347  N9 1.026

Output
LUMO	0.32	eV
SMILES	C=CC=O.N=C=O
multiplicity	1
charge	0
E_HOMO	-9.904	eV
maximum force	1.16	eV Å⁻¹
relative energy (zero: lowest compared OMol25 entry of this formula, charge and spin)	168.5	kJ/mol
E	-360.605239	Ha
gap between HOMO and LUMO	10.2	eV

The Mulliken scheme yields these atomic charges, measured in e:
1 C -0.5005
2 C -0.4394
3 C 0.1203
4 O -0.5046
5 H 0.2933
6 H 0.2552
7 H 0.3774
8 H 0.3476
9 N -0.5466
10 C 0.7542
11 O -0.4110
12 H 0.2542